Here is a molecular structure, C37H32AsClOPTi in a non-equilibrium geometry from the Open Molecules 2025 dataset. Energies are from ωB97M-V/def2-TZVPD.

ORCA input file:
```
! wB97M-V def2-TZVPD RIJCOSX def2/J DEFGRID3
* xyz 2 2
C -0.57 -5.69 0.21
H -5.23 -1.45 0.17
H -1.73 0.37 1.76
C -2.90 2.22 4.38
H -3.73 2.26 5.09
H -0.08 3.95 3.49
C 2.14 2.03 2.87
C -0.99 -4.46 -0.29
C -5.10 -2.15 -1.87
C -2.88 -2.34 -2.80
C 1.28 3.27 0.23
H -6.19 -2.26 -1.98
P -0.52 -1.90 -1.34
C -4.25 -2.47 -2.94
Cl -1.70 1.66 -0.79
H -1.97 4.04 5.11
C 0.40 -3.10 -3.72
C 0.94 -3.09 -5.00
C 1.33 -3.81 -0.58
C 0.79 -5.98 0.33
H -0.26 2.78 -3.90
H 1.09 -4.02 -5.54
C -2.81 1.18 3.45
H 1.35 0.28 -5.38
C -2.34 -1.97 -1.56
C -3.18 -1.65 -0.49
H -1.32 -6.44 0.49
C 1.08 -0.67 -4.92
C 2.14 1.15 3.95
H 0.16 -4.05 -3.24
C 2.75 4.02 -1.54
C 0.94 -1.00 1.03
H -0.90 2.66 -3.49
H 0.29 6.30 -0.92
H 3.02 2.18 -0.45
C 0.19 -1.90 -3.03
C 1.28 -1.87 -5.61
C -0.03 -3.53 -0.71
H 2.81 -5.24 0.02
C 2.41 3.08 -0.57
H -3.56 0.40 3.44
C 4.08 2.31 4.86
H -2.22 -2.53 -3.64
C 3.11 1.30 4.96
H -4.68 -2.83 -3.88
H 0.36 0.27 -3.10
H 1.70 -1.85 -6.62
H 4.87 2.40 5.63
H 3.60 3.84 -2.20
C -0.76 2.11 2.57
C -1.76 1.15 2.52
H 2.07 -3.06 -0.88
H 2.27 5.95 -2.41
O 1.65 -1.66 1.70
C 1.99 5.19 -1.67
C -1.92 3.21 4.39
H -2.76 -1.33 0.47
H 1.12 -6.95 0.69
As 0.82 1.77 1.43
H 1.44 0.31 4.00
H -2.05 -4.23 -0.37
C 3.07 3.06 2.78
C 4.05 3.19 3.78
C 1.74 -5.03 -0.06
H 3.13 0.60 5.80
C 0.88 5.39 -0.83
H -0.36 4.58 0.77
H 4.80 3.98 3.69
Ti 0.05 0.21 -0.25
C -0.85 3.17 3.48
C 0.53 -0.68 -3.63
H 3.07 3.74 1.93
C 0.51 4.43 0.12
C -4.56 -1.71 -0.66
*
```

As for the energy relative to the best compared isomer or geometry (same formula, charge and spin): 0.0 kcal per mole. The max |F| is 8.17 eV/A. As for the highest occupied orbital energy (alpha / beta): -14.292 / -14.287 eV. The orbital gap (alpha / beta) comes out at 0.2290 / 0.2279 hartree. For the total energy, the calculation gives -146684.5596 eV.



Here is 7 unconnected molecules or ions with the total composition C37H32B2O16PS from the Open Molecules 2025 dataset. Energies are from ωB97M-V/def2-TZVPD.

ORCA input file:
```
! wB97M-V def2-TZVPD RIJCOSX def2/J DEFGRID3
* xyz -1 1
C -5.22 -9.13 -1.93
C 3.30 8.64 3.77
H -3.67 -4.10 -1.40
O -0.33 -4.65 -8.03
B -1.91 4.94 0.94
C 2.16 -2.21 2.97
H -4.03 -8.59 1.31
C 3.87 8.21 5.08
H -4.89 -1.94 -1.80
H -1.23 -6.93 -8.86
C 2.92 7.58 2.81
O 3.17 9.82 3.51
O 2.46 -2.75 5.24
H 3.71 6.16 0.26
C -1.65 -6.60 -7.93
C 5.76 3.99 -2.33
C -4.94 -9.41 -0.50
C -2.34 -2.16 1.21
H -2.93 -8.25 -7.61
C 2.57 -1.91 4.36
H 6.13 6.65 -0.09
C 3.22 0.36 3.69
C 2.28 -1.30 2.01
H 1.99 -1.49 0.98
O 2.49 4.25 -1.00
C -4.18 -2.07 -0.99
O 0.65 5.69 0.62
H 2.79 5.50 2.42
C -3.95 -0.89 -0.12
H 0.72 2.28 1.67
C 3.64 5.86 4.41
S -1.24 2.23 -0.79
H -3.31 -6.45 0.24
C 6.43 5.08 -1.58
H 0.99 5.15 -0.12
O -3.90 2.91 0.22
H -2.82 -0.13 1.60
C 5.62 5.86 -0.62
C 1.21 3.15 2.11
O -3.94 -7.45 -5.36
H -2.50 2.77 2.67
H 2.00 3.51 1.45
O -2.17 2.22 1.94
H 3.95 2.93 -2.67
C 4.47 3.72 -2.14
C -2.56 -7.30 -7.26
B -0.25 4.90 1.36
C -4.13 -6.95 -1.73
O 0.26 4.16 2.43
C -1.71 -4.80 -6.13
H 1.77 -3.20 2.78
H -5.03 -7.77 -3.56
C 4.33 5.60 -0.43
C -2.57 -3.35 0.34
O 3.79 4.69 4.69
H 6.37 3.43 -3.03
H 3.61 1.35 3.88
H -5.75 -9.90 -2.47
H -2.11 5.55 -0.08
H 4.44 6.59 6.32
H -3.93 1.97 -0.04
H 2.50 7.91 1.87
C -2.98 -1.02 0.99
C 3.65 4.50 -1.18
C -1.15 -5.29 -7.42
O -5.29 -10.45 0.02
C 3.08 6.29 3.11
C 4.03 6.93 5.38
O -4.53 0.16 -0.31
C 3.11 -0.56 4.65
O -3.77 -5.91 -2.23
C -2.62 -5.50 -5.46
O 7.61 5.32 -1.76
H -2.61 5.37 1.86
O -1.99 -4.40 0.55
H -1.62 -2.29 2.01
C 2.82 0.06 2.29
C -3.53 -3.22 -0.78
C -4.84 -7.99 -2.51
O 2.92 0.89 1.42
H -1.34 -3.85 -5.78
H 4.15 9.01 5.76
H 3.39 -0.37 5.68
C -3.11 -6.81 -5.97
H -3.05 -5.17 -4.52
H 1.69 2.83 3.04
C -3.84 -7.22 -0.30
C -4.22 -8.36 0.27
P -2.35 3.13 0.58
*
```

The max |F| is 0.93 eV/A. As for the highest occupied orbital energy: -4.626 eV. The orbital gap comes out at 0.1521 hartree. For the total energy, the calculation gives -93123.9606 eV.



Here is a molecular structure, C37H32BrCaClN5O5PS from the Open Molecules 2025 dataset. Energies are from ωB97M-V/def2-TZVPD.

ORCA input file:
```
! wB97M-V def2-TZVPD RIJCOSX def2/J DEFGRID3
* xyz 0 1
C 3.74 2.73 -0.42
H -0.06 -1.70 -2.76
H -3.25 -0.15 4.06
C -0.66 0.13 4.19
H 4.87 -0.73 -1.63
C -3.15 -2.23 -3.98
H 0.40 1.34 -3.87
C -0.03 -4.59 3.84
H 3.06 -3.90 2.64
C -1.13 -1.55 -2.85
C -5.10 -1.75 1.71
H -5.78 -1.79 -4.11
H 0.18 -0.28 7.45
C -1.76 -0.61 -2.05
C 2.79 -0.38 -0.60
C -0.66 -3.39 3.56
O 0.36 2.66 -0.03
H 1.94 -1.76 2.11
C -0.99 2.19 5.45
H -0.59 -5.39 4.30
C -1.80 -2.36 -3.80
C 2.02 -3.75 2.91
O 5.43 -0.60 -2.46
P -0.69 -0.74 2.58
H 2.63 1.11 -5.10
C 4.73 0.00 -3.41
C 1.31 -4.77 3.52
C -2.76 -1.91 1.21
N 1.27 0.59 -2.21
H 1.18 3.02 -0.50
H -1.97 -2.27 0.55
H -3.68 -2.84 -4.70
Ca -0.32 0.41 -0.31
C -5.28 -1.16 -3.37
H -0.50 2.10 7.53
C 2.50 0.14 -1.98
H -1.29 3.22 5.46
C -0.55 1.55 6.60
H 4.57 4.68 -5.83
C -4.08 -2.21 0.89
N 3.12 3.74 -2.32
N 1.26 0.99 -3.48
H -7.06 -0.18 -2.76
H -6.13 -1.96 1.46
H -1.70 -3.25 3.80
H -1.24 -3.08 -4.39
C -5.99 -0.27 -2.63
H 4.20 1.41 1.03
C -0.23 -0.48 5.36
O 1.80 -0.41 0.19
C 2.45 0.84 -4.07
H 5.85 4.51 -3.71
C 1.40 -2.54 2.62
Br -3.18 1.52 -0.19
C 5.01 3.84 -3.90
N 2.76 3.28 -1.07
H 1.79 -5.72 3.73
O 3.96 -0.70 -0.32
C -3.99 0.41 -1.53
H -5.89 1.24 -1.08
N 3.62 2.21 0.84
O 5.24 0.37 -4.44
S 5.23 2.73 -1.30
Cl -1.62 2.30 2.85
H 2.66 2.09 1.14
C -1.03 1.47 4.27
H -0.13 3.42 0.30
H 3.22 3.80 -5.11
C 3.30 0.28 -3.14
C -3.18 -0.50 -2.26
C 0.06 -2.35 2.96
C -3.88 -1.30 -3.21
H 0.08 -1.52 5.34
C -0.17 0.22 6.56
H -5.59 -0.66 3.49
C -2.45 -1.16 2.34
H -4.30 -2.77 0.00
C 4.05 4.47 -4.89
H 5.44 2.92 -4.30
H 3.63 5.39 -4.51
C -3.48 -0.72 3.17
C 4.35 3.52 -2.59
C -4.80 -1.01 2.85
C -5.34 0.54 -1.68
*
```

As for the energy relative to the best compared isomer or geometry (same formula, charge and spin): 0.0 kcal per mole. The max |F| is 0.47 eV/A. As for the highest occupied orbital energy: -7.752 eV. The orbital gap comes out at 0.2970 hartree. For the total energy, the calculation gives -177709.1917 eV.



Here is a molecular structure, C37H32BrF13N2OPReSeTe in a non-equilibrium geometry from the Open Molecules 2025 dataset. Energies are from ωB97M-V/def2-TZVPD.

ORCA input file:
```
! wB97M-V def2-TZVPD RIJCOSX def2/J DEFGRID3
* xyz 1 2
H -1.16 -1.31 -3.01
C -3.35 4.19 -1.40
C -1.44 0.11 3.56
H -3.81 6.83 -2.45
C 3.87 -0.33 4.10
C 0.45 4.69 0.49
C -0.43 0.46 -3.40
H 2.56 1.74 -2.53
C 1.60 -0.96 2.63
H 0.35 4.45 1.55
H -3.30 7.57 -0.94
Br -0.92 -3.40 -0.91
H 2.81 -0.23 -3.55
H 1.21 4.03 0.07
C 2.47 -1.97 3.04
Re 0.31 -0.38 -0.62
C -1.64 5.59 -0.50
P 0.13 -1.28 1.62
C 3.65 -0.52 0.18
H 0.89 -2.44 -2.72
C -2.67 0.60 3.99
C 3.07 -1.60 -0.50
H -4.76 0.79 3.57
F 3.20 -3.90 -1.03
F 5.39 0.42 1.44
H 4.24 -2.44 4.14
C -0.87 4.49 -0.19
H 6.53 -1.92 1.28
F -1.81 -1.08 -6.46
N 1.87 -1.44 -1.17
C -2.61 3.05 -1.11
H -4.21 1.65 -0.96
C -2.89 5.47 -1.09
C 1.57 1.76 -2.97
F -1.43 -6.08 0.25
C -1.05 -5.25 1.20
H 0.78 5.72 0.39
C 1.79 -0.61 -3.45
C -0.69 -3.94 0.88
C 3.59 -1.66 3.80
O -1.21 -0.41 -2.62
H 4.74 -0.09 4.70
C -2.53 -0.77 1.59
H -1.26 6.58 -0.26
C -0.68 -4.78 3.53
F -1.38 -6.92 2.83
H -4.63 -0.45 1.43
C 5.00 -2.92 0.17
F -0.70 -5.15 4.81
H -0.46 0.18 -4.47
H 2.27 -3.01 2.79
C -3.23 1.73 -1.44
C -1.36 3.20 -0.50
Se -0.33 1.73 0.22
H 1.43 -0.91 -4.44
H -0.84 1.46 -3.28
F -4.38 -1.42 -5.79
F -0.06 -2.60 4.16
H 0.97 2.49 -2.43
H 3.29 1.71 3.84
C -1.37 -0.58 2.36
C 1.80 -1.86 -2.55
C -3.74 -0.28 2.02
F 2.97 0.65 0.15
F -2.76 -2.55 -2.90
H -0.55 0.25 4.17
C -0.32 -3.48 3.19
C -3.73 6.67 -1.38
N 0.94 0.44 -2.87
H -4.74 6.54 -0.99
H -2.73 1.14 4.92
F -0.72 -2.12 -4.47
H -2.47 -1.31 0.65
Te -2.69 -1.48 -4.74
H -3.38 1.64 -2.51
H 1.65 2.08 -4.02
C -0.28 -3.05 1.86
H -4.32 4.08 -1.86
C -3.81 0.41 3.23
C 5.57 -1.83 0.81
F -2.79 -3.26 -5.30
H -2.62 0.89 -1.10
C 4.87 -0.63 0.82
F 5.64 -4.08 0.17
H 2.65 -2.49 -2.82
C 1.92 0.37 2.91
H 1.28 1.16 2.53
C -1.03 -5.68 2.53
C 3.04 0.68 3.64
C 3.77 -2.82 -0.47
*
```

As for the energy relative to the best compared isomer or geometry (same formula, charge and spin): 54.7 kcal per mole. The max |F| is 4.28 eV/A. As for the highest occupied orbital energy (alpha / beta): -11.440 / -11.478 eV. The orbital gap (alpha / beta) comes out at 0.2022 / 0.2179 hartree. For the total energy, the calculation gives -233336.0125 eV.



Here is a molecular structure, C37H32BrOP2V in a non-equilibrium geometry from the Open Molecules 2025 dataset. Energies are from ωB97M-V/def2-TZVPD.

ORCA input file:
```
! wB97M-V def2-TZVPD RIJCOSX def2/J DEFGRID3
* xyz 2 3
C 1.14 4.08 1.71
C -1.12 -2.83 -1.39
C -0.03 4.67 3.75
H 0.94 -5.03 0.65
C -2.05 2.10 -1.93
C 1.49 2.99 -1.18
P -0.01 -2.25 -0.07
H -1.93 2.57 1.85
H 2.14 5.21 -3.69
C 3.74 -3.25 -1.36
H -2.42 -3.95 0.51
H 0.27 -3.56 4.68
C -3.20 -2.52 -2.61
C -1.83 4.20 -0.76
P 0.13 2.22 -0.19
C 3.88 3.14 -1.61
C 1.08 4.80 2.91
H -1.33 4.83 -0.03
C -1.11 3.86 3.37
Br 2.60 -0.43 1.56
V 0.56 -0.03 0.51
H 1.91 5.44 3.18
C 0.07 3.26 1.33
C -0.33 -3.64 3.78
C -2.28 -4.46 2.60
C 1.26 3.91 -2.21
C -1.78 -4.42 -3.10
H 4.90 2.82 -1.39
C -2.95 -3.70 -3.33
H -4.10 -1.95 -2.80
C -3.18 2.59 -2.60
C -1.06 3.17 2.16
C -2.96 4.70 -1.42
H 1.03 -2.42 2.61
C -3.63 3.90 -2.35
H -3.67 -4.04 -4.08
H 4.51 -2.76 -1.96
H -3.70 1.97 -3.32
H 4.95 -4.99 -0.93
C -0.86 -3.98 -2.15
H 3.00 1.86 -0.11
H -2.49 -1.18 -1.08
H -0.07 5.22 4.69
C -1.53 -4.36 3.77
H -3.30 5.71 -1.20
H 0.06 -4.54 -1.99
H 2.33 -1.65 -1.64
H -1.58 -5.34 -3.66
C 2.33 4.47 -2.91
H -1.71 1.08 -2.13
H 2.96 -0.07 -3.17
C 3.98 -4.51 -0.81
H 4.48 4.52 -3.16
H -1.87 -4.85 4.69
C -0.64 -3.12 1.42
C -2.29 -2.09 -1.65
C -1.84 -3.85 1.42
C 0.10 -3.01 2.61
H 0.24 4.19 -2.47
H -1.97 3.75 4.03
H -3.21 -5.02 2.59
C 2.81 2.60 -0.89
C 3.64 4.09 -2.61
C 2.96 -5.16 -0.10
H 3.10 -6.17 0.29
C -1.37 2.90 -1.01
C -0.82 0.00 1.73
H -4.50 4.29 -2.87
O -1.65 -0.04 2.58
C 1.52 -3.22 -0.39
H 2.00 4.19 1.06
H 2.26 -0.10 -3.44
C 2.51 -2.62 -1.18
C 1.73 -4.52 0.10
*
```

The max |F| is 10.59 eV/A. As for the highest occupied orbital energy (alpha / beta): -14.456 / -14.427 eV. The orbital gap (alpha / beta) comes out at 0.2146 / 0.2224 hartree. For the total energy, the calculation gives -155227.8595 eV.



Here is a molecular structure, C37H32IN2O2P2Tm from the Open Molecules 2025 dataset. Energies are from ωB97M-V/def2-TZVPD.

ORCA input file:
```
! wB97M-V def2-TZVPD RIJCOSX def2/J DEFGRID3
* xyz 0 3
H 1.44 -1.01 3.68
C -5.40 0.17 -2.23
C 4.75 -0.50 -3.63
C 3.24 -1.54 -1.55
C -1.88 3.15 4.27
C 3.90 0.33 -2.91
H 5.33 -0.09 -4.44
H -1.74 4.21 4.42
H -0.01 -5.03 3.74
C -2.24 0.43 3.84
C 2.75 4.66 -2.18
C 0.74 -1.76 3.31
C -1.12 -2.39 1.94
C 2.65 2.53 -1.04
C 0.82 -3.06 3.80
H -1.76 -4.43 2.09
C -2.79 2.44 5.04
H 3.84 1.38 -3.16
H -3.68 0.53 5.42
H 4.09 6.11 -1.35
C 1.26 0.99 1.79
H 0.07 -3.84 -4.45
C -3.28 0.07 -1.03
H 3.94 2.37 0.68
N -0.60 -1.20 -2.78
H -0.47 3.07 2.66
C -6.10 0.14 -1.03
C -0.07 -4.02 3.36
C 4.11 4.28 -0.24
C -1.32 1.13 3.06
C 3.14 -0.18 -1.85
H -3.52 0.03 1.13
H 2.08 -0.75 0.81
H -5.96 0.06 1.11
C -7.55 0.17 -1.03
H 2.41 5.31 -2.98
H 5.52 -2.49 -3.87
C 2.22 3.38 -2.06
H 3.25 0.53 1.04
C -0.90 -2.00 -3.91
C -1.05 -3.68 2.43
H 1.58 -3.31 4.53
N -8.70 0.20 -1.02
C -0.23 -1.41 2.37
O -1.39 -1.57 -4.92
H 1.27 -3.55 -2.35
H 1.15 2.06 1.58
H -1.45 -4.02 -3.58
H -0.18 -4.09 -1.52
H 4.17 -3.42 -2.01
H 1.46 3.06 -2.75
H -5.95 0.22 -3.17
Tm -0.95 0.40 -1.11
O 0.21 -1.50 -0.70
C 4.85 -1.85 -3.31
H -3.36 2.95 5.81
H 2.65 -1.97 -0.75
C -0.05 -1.98 -1.85
P -0.43 0.28 1.73
C 3.69 5.11 -1.27
I -1.12 3.21 -0.39
C -0.53 -3.45 -3.62
P 1.93 0.86 -0.96
H 1.65 0.90 2.81
C 0.19 -3.40 -2.27
C -2.97 1.08 4.82
C -4.02 0.05 0.16
C -5.41 0.08 0.18
C 3.59 3.00 -0.13
H 4.84 4.63 0.48
C -1.15 2.50 3.28
H -3.51 0.14 -3.18
H -1.88 -2.14 1.20
C 4.10 -2.37 -2.27
C -4.01 0.13 -2.21
C 2.21 0.33 0.79
H -2.39 -0.63 3.69
*
```

The max |F| is 0.75 eV/A. As for the highest occupied orbital energy (alpha / beta): -8.301 / -8.312 eV. The orbital gap (alpha / beta) comes out at 0.3149 / 0.3154 hartree. For the total energy, the calculation gives -102175.6658 eV.



Among the records above, which one has the lowest max |F|? C37H32BrCaClN5O5PS



What is the max |F| in the fifth record? 10.59 eV/A



max |F| of number 5 (C37H32BrOP2V)? 10.59 eV/A